[1]
Entry from the OMol25 dataset: a molecular structure, C31H18Cl8NNiO3P (the ωB97M-V functional and the def2-TZVPD basis).

Structure (XYZ):
```
63
Properties=species:S:1:pos:R:3:mulliken_spin:R:1
Ni 1.0911 -1.2137 0.5551 1.619
Cl 1.8535 3.5773 5.7305 0.000
C 1.3014 2.3327 4.6755 0.002
C 2.2051 1.5855 3.9361 -0.003
Cl 3.8943 1.9029 4.0432 0.000
C 1.7375 0.6125 3.0678 -0.014
Cl 2.8823 -0.2388 2.0368 0.035
C 0.3731 0.3222 2.8686 0.010
O -0.0733 -0.5212 2.0034 0.043
C -0.5156 1.0929 3.6636 0.008
Cl -2.2003 0.7993 3.4552 0.000
C -0.0655 2.0724 4.5286 0.000
Cl -1.2014 3.0129 5.4169 0.000
Cl -2.4620 -7.3627 1.3164 0.000
C -1.6760 -5.9098 0.7634 0.002
C -0.7062 -5.3170 1.5508 -0.004
C -0.1156 -4.1629 1.0785 -0.006
Cl 1.1493 -3.3996 2.0553 0.030
C -0.4340 -3.5344 -0.1404 0.001
O 0.1376 -2.4514 -0.5673 0.075
C -1.4180 -4.2087 -0.8943 0.010
Cl -1.8639 -3.5223 -2.4258 0.000
C -2.0331 -5.3646 -0.4609 0.000
H -0.4203 -5.7413 2.5018 -0.001
H -2.7870 -5.8363 -1.0739 0.000
O 3.3843 -2.6029 -0.7746 0.002
N 2.5932 -1.4668 -0.9510 0.032
C 2.6891 -1.0440 -2.1455 -0.003
C 2.1112 0.1821 -2.7391 0.028
C 2.7252 0.5464 -3.9417 0.002
C 2.3587 1.6962 -4.6204 0.000
C 1.3612 2.5072 -4.1038 0.001
C 0.7313 2.1468 -2.9239 -0.008
C 1.0777 0.9876 -2.2364 0.013
P 0.1923 0.5688 -0.7103 0.076
C 0.1217 2.1274 0.2169 0.006
C 1.3196 2.6329 0.7234 0.014
C 1.3214 3.7557 1.5335 -0.004
C 0.1218 4.3813 1.8531 0.007
C -1.0693 3.8952 1.3385 -0.002
C -1.0709 2.7756 0.5157 0.010
C -1.4979 0.1580 -1.2101 0.001
C -1.9206 0.1938 -2.5348 0.010
C -3.2135 -0.1865 -2.8652 -0.003
C -4.0868 -0.6113 -1.8769 0.005
C -3.6630 -0.6624 -0.5554 -0.003
C -2.3739 -0.2848 -0.2181 0.004
H 3.0477 -3.0106 0.0368 0.001
H 3.3294 -1.6252 -2.8052 0.001
H 3.5103 -0.0817 -4.3421 0.000
H 2.8550 1.9576 -5.5451 0.000
H 1.0687 3.4135 -4.6169 0.000
H -0.0512 2.7801 -2.5217 0.002
H 2.2598 2.1420 0.4969 0.002
H 2.2560 4.1283 1.9339 0.000
H 0.1190 5.2425 2.5087 0.000
H -2.0049 4.3793 1.5856 0.000
H -2.0086 2.3872 0.1391 0.002
H -1.2455 0.5006 -3.3218 0.001
H -3.5310 -0.1604 -3.8994 0.000
H -5.0925 -0.9147 -2.1368 0.000
H -4.3357 -1.0085 0.2188 0.000
H -2.0422 -0.3519 0.8106 -0.004
```

Properties
* multiplicity: 3
* Kohn-Sham gap (alpha / beta): 7.2 / 7.2 eV
* net charge: 0
* HOMO energy (alpha / beta): -0.287 / -0.287 Eh
* <S²>: 2.0064

=====

[2]
Entry from the OMol25 dataset: a molecular structure, C31H20F5MnP2S3 (the ωB97M-V functional and the def2-TZVPD basis).

Structure (XYZ):
```
62
Properties=species:S:1:pos:R:3:mulliken_spin:R:1
Mn -0.2606 1.1670 -2.7645 4.853
S -1.5654 3.0481 -1.7239 0.054
P -0.6721 2.0757 -0.1598 -0.040
C 0.0364 0.6209 -0.5884 0.060
P -0.7235 -0.8430 -0.8771 -0.058
S -1.5190 -1.0232 -2.7481 0.060
C 0.4935 -2.1858 -0.6702 -0.010
C 0.3220 -3.4181 -1.2929 -0.001
C 1.2197 -4.4487 -1.0566 0.002
C 2.2914 -4.2545 -0.1946 0.000
C 2.4726 -3.0239 0.4193 0.002
C 1.5775 -1.9897 0.1785 0.009
C -1.9904 -1.3423 0.3470 0.003
C -3.2524 -1.7830 -0.0262 0.002
C -4.1805 -2.1473 0.9427 0.002
C -3.8530 -2.0645 2.2866 0.001
C -2.5934 -1.6143 2.6656 0.001
C -1.6667 -1.2587 1.7009 0.004
C 0.6196 3.1927 0.4711 0.001
C 1.9424 2.7727 0.4992 -0.004
C 2.9356 3.6319 0.9555 0.002
C 2.6064 4.9053 1.3925 0.000
C 1.2822 5.3303 1.3613 0.001
C 0.2943 4.4795 0.8946 0.003
C -1.8738 2.0105 1.2135 0.002
C -3.2087 1.7310 0.9265 0.008
C -4.1257 1.5679 1.9525 0.001
C -3.7204 1.6950 3.2754 0.001
C -2.3941 1.9729 3.5674 0.002
C -1.4718 2.1211 2.5396 0.000
H -0.5046 -3.5557 -1.9797 0.000
H 1.0910 -5.4009 -1.5560 0.000
H 2.9989 -5.0558 -0.0217 0.000
H 3.3239 -2.8602 1.0683 0.000
H 1.7144 -1.0118 0.6267 -0.004
H -3.5007 -1.8360 -1.0791 -0.003
H -5.1630 -2.4922 0.6436 0.000
H -4.5790 -2.3422 3.0413 0.000
H -2.3370 -1.5337 3.7148 0.000
H -0.6868 -0.8976 1.9925 -0.003
H 2.1754 1.7763 0.1434 -0.005
H 3.9673 3.3030 0.9636 0.000
H 3.3802 5.5741 1.7497 0.000
H 1.0245 6.3288 1.6925 0.000
H -0.7361 4.8133 0.8459 0.002
H -3.5197 1.6471 -0.1080 0.004
H -5.1581 1.3389 1.7198 0.000
H -4.4382 1.5698 4.0770 0.000
H -2.0724 2.0707 4.5973 0.000
H -0.4344 2.3321 2.7725 -0.002
F 4.1792 -3.5206 -2.5637 0.000
C 3.5232 -2.4133 -2.9334 0.009
C 3.7584 -1.2134 -2.2923 -0.012
F 4.6285 -1.1674 -1.2722 0.000
C 3.1086 -0.0670 -2.7110 0.012
F 3.3824 1.0646 -2.0539 -0.007
C 2.2181 -0.0580 -3.7846 0.003
S 1.4806 1.4325 -4.3764 0.032
C 1.9886 -1.2939 -4.3916 0.022
F 1.1581 -1.3881 -5.4321 -0.002
C 2.6210 -2.4524 -3.9789 -0.007
F 2.3855 -3.6160 -4.6015 0.000
```

Properties
* multiplicity: 6
* Kohn-Sham gap (alpha / beta): 6.9 / 7.5 eV
* net charge: -1
* HOMO energy (alpha / beta): -0.157 / -0.180 Eh
* <S²>: 8.7597

=====

Calculated values (Eh/bohr) of maximum force for the records, taken in order: 0.012 0.003.
Calculated values (eV) of energy above the lowest of the compared OMol25 structures with the same formula, charge and spin for the records, taken in order: 0.129 0.000.